Record 1
ORCA calculation (the ωB97M-V functional and the def2-TZVPD basis) on one molecule with the formula C9H20BrFSi.

Summary:
Strongest force on any atom in Eh/bohr: 0.093
Frontier orbital gap in eV: 10.49
Energy relative to the best compared isomer or geometry (same formula, charge and spin) in kcal/mol: 0.00
SMILES: CC[C@](F)(Br)[Si](C)(C)C(C)(C)C

```
! wB97M-V def2-TZVPD RIJCOSX def2/J DEFGRID3
* xyz 0 1
H -2.769 0.943 -0.726
F 1.669 -0.593 1.605
H 3.520 -1.741 0.852
H -1.802 0.784 2.334
C -0.583 1.165 -0.399
C 3.391 -1.165 -0.109
H 4.099 -1.407 -0.901
C 0.161 2.249 0.421
H 1.019 1.322 -1.600
H -0.226 2.129 -2.264
Br 0.763 -3.207 1.289
H -2.427 1.759 0.583
C -1.973 -1.607 -0.577
H -2.171 2.487 -0.999
H 1.280 1.941 0.402
H -2.164 -1.049 2.328
H -0.735 -0.575 2.883
H 0.219 3.142 -0.149
C 0.977 -1.328 0.618
C 2.016 -1.424 -0.553
C -0.075 1.179 -1.786
H -1.921 -1.235 -1.568
H -0.337 2.373 1.369
H -3.036 -1.498 -0.198
Si -0.697 -0.461 0.464
C -2.078 1.588 -0.436
H -0.528 0.382 -2.406
H 1.812 -0.581 -1.248
H 1.848 -2.441 -1.017
H -1.510 -2.646 -0.392
H 3.720 -0.192 0.021
C -1.462 -0.295 2.158
*
```

Record 2
ORCA calculation (the ωB97M-V functional and the def2-TZVPD basis) on an isolated ion of composition C5H13N2S and charge -1.

Summary:
Strongest force on any atom in Eh/bohr: 0.023
Frontier orbital gap in eV: 6.34
Energy relative to the best compared isomer or geometry (same formula, charge and spin) in kcal/mol: 5.00
SMILES: CCN[C@H](CN)C[S-]

```
! wB97M-V def2-TZVPD RIJCOSX def2/J DEFGRID3
* xyz -1 1
C -0.499 1.566 -0.603
C -0.286 2.482 -1.795
H -0.276 -2.288 -0.981
H -0.042 2.060 0.264
H -0.565 -2.703 0.695
H 1.908 -1.579 0.525
H 1.957 0.119 1.026
N 0.132 0.277 -0.792
C 0.008 -0.611 0.356
H -0.890 2.150 -2.647
H 0.886 -2.207 2.433
H 0.739 2.431 -2.174
H 0.548 -0.718 2.936
H -0.586 3.502 -1.558
S -2.501 -1.667 -0.260
N 1.258 -1.262 2.452
C 1.362 -0.794 1.057
H -0.644 -0.126 1.087
H -1.562 1.430 -0.373
H -0.273 -0.158 -1.613
C -0.674 -1.904 -0.034
*
```

Record 3
ORCA calculation (the ωB97M-V functional and the def2-TZVPD basis) on one molecule with the formula C2H2F2OS.

Summary:
Strongest force on any atom in Eh/bohr: 0.048
Frontier orbital gap in eV: 10.72
Energy relative to the best compared isomer or geometry (same formula, charge and spin) in kcal/mol: 0.20
SMILES: O=C(S)C(F)F

```
! wB97M-V def2-TZVPD RIJCOSX def2/J DEFGRID3
* xyz 0 1
C 0.471 -0.924 -0.237
O -1.044 0.087 1.348
F 1.738 -0.684 0.216
F 0.460 -0.829 -1.575
H -0.984 2.298 0.403
C -0.431 0.164 0.343
H 0.106 -1.880 0.135
S -0.317 1.769 -0.633
*
```

Record 4
ORCA calculation (the ωB97M-V functional and the def2-TZVPD basis) on a 4-piece molecular cluster, C52H46BClO7 overall.

Summary:
Strongest force on any atom in Eh/bohr: 0.005
Frontier orbital gap in eV: 8.40
SMILES: O=C1c2ccccc2C(=O)c2ccccc21.O=C1c2ccccc2C(=O)c2ccccc21.O=C1c2ccccc2C(=O)c2ccccc21.CCCB(CCOCC)C[C@H](C)Cl

```
! wB97M-V def2-TZVPD RIJCOSX def2/J DEFGRID3
* xyz 0 1
H 5.777 0.325 -2.807
H 7.782 -1.246 7.457
H -1.244 -5.038 -7.766
C 4.843 -3.314 3.908
H -6.335 1.840 -1.155
H 4.392 -0.938 1.173
H 4.298 3.434 1.763
O -0.878 -4.367 -5.425
C -4.775 -3.946 -2.706
C -8.381 4.494 -1.701
B 1.881 0.230 0.574
C -2.772 -4.163 -4.032
H -0.143 -1.228 -0.877
H 5.295 0.713 0.189
C -1.244 5.370 0.377
C 2.546 -2.947 3.298
H 3.844 -4.354 2.326
H 7.588 0.481 9.239
H -0.928 -3.809 -3.026
C -4.378 3.533 -0.584
O 4.670 -0.946 -0.877
H 4.172 -2.487 0.373
C -6.177 5.218 -1.077
H -6.169 -5.236 -7.387
C 2.431 -1.978 4.280
O 2.342 0.003 6.253
C 6.858 -0.706 7.615
C 3.525 -1.670 5.081
C 2.744 2.674 0.436
H 4.731 1.533 -2.052
C -7.976 3.167 -1.601
C 5.772 -0.997 6.798
C 2.490 -1.150 0.146
H -0.080 1.134 1.055
C 4.457 0.651 7.967
H 3.512 1.166 8.083
H -4.481 -3.417 -0.651
H -0.945 7.493 0.487
C -1.936 -0.059 -0.600
C -6.675 2.863 -1.239
C -5.231 6.340 -0.807
O -6.226 -4.575 -5.015
C -4.005 -3.630 -1.600
H 4.821 3.241 0.097
C 4.733 -2.343 4.897
H 3.788 4.595 0.548
H 6.588 -0.309 -0.451
C 4.567 -0.317 6.975
C -0.587 -0.562 -0.137
C 3.753 -3.613 3.109
H 1.696 -3.172 2.665
O -4.012 2.380 -0.508
C -7.485 5.517 -1.441
C 6.742 0.257 8.603
C 5.541 0.936 8.778
H -5.076 -5.758 -9.562
H 3.710 1.088 1.556
C -5.017 -4.550 -5.101
H 2.208 -1.350 -0.899
H -2.613 -5.657 -9.752
C 5.598 0.110 -0.676
Cl -0.828 -1.642 1.318
H -1.850 3.309 0.174
C 0.374 0.556 0.239
C -2.939 7.005 -0.116
H 1.505 -1.440 4.436
H 6.491 1.654 -1.885
C -2.323 -5.089 -7.709
C -2.004 -3.845 -2.917
C -5.772 3.887 -0.975
H 1.925 -1.908 0.708
H 5.794 -3.813 3.778
C 3.975 3.534 0.724
C -5.094 -5.201 -7.495
C 2.692 1.379 1.281
H 2.724 2.424 -0.631
C -2.619 -3.581 -1.706
H -2.541 -0.849 -1.046
O -5.577 7.496 -0.919
C -2.083 -4.437 -5.326
H -9.399 4.728 -1.984
H -1.799 0.726 -1.348
H 1.838 3.263 0.610
H -2.497 0.374 0.228
C -2.937 -4.801 -6.495
H -5.854 -3.991 -2.651
C -2.137 4.350 0.099
C 5.650 0.957 -1.927
O 6.982 -2.606 5.566
C -3.841 5.984 -0.395
H -8.679 2.370 -1.807
H -3.274 8.029 -0.208
C -4.163 -4.213 -3.926
C -4.477 -5.488 -8.701
H 5.454 1.689 9.551
C 5.927 -2.035 5.738
C -1.645 6.698 0.269
H 2.185 1.604 2.230
H -0.232 5.134 0.680
C -3.092 -5.432 -8.808
H 0.409 1.260 -0.610
C -4.326 -4.857 -6.388
C 3.983 -1.414 0.273
H -7.775 6.556 -1.515
C 3.381 -0.605 6.116
C -3.439 4.653 -0.287
H -2.022 -3.326 -0.839
*
```